Molecular formula: C8H9NO
Method: DFT, the ωB97M-V functional and the def2-TZVPD basis

XYZ file:
```
19
Properties=species:S:1:pos:R:3:forces:R:3
C 2.9358 0.5913 0.2362 -1.4 -1.1 -0.6
C 1.4582 -1.1881 0.1738 -3.1 7.1 -1.4
C 0.7664 0.7618 -0.1685 3.3 -5.2 1.0
C 0.3461 -1.9823 0.2807 -0.6 -1.4 -0.8
C -0.8852 -1.6293 -0.2541 2.0 1.9 0.7
C -1.1534 -0.3349 -0.9929 1.7 -1.5 0.2
C -0.6373 0.9567 -0.3088 -1.6 0.9 -3.6
C -1.4473 1.3282 0.8778 -0.9 3.1 0.1
N 1.9094 1.3222 -0.1260 -0.1 1.0 0.7
O 2.6589 -0.8078 0.3548 1.8 -0.2 0.7
H 3.9431 0.9065 0.3239 0.6 -0.2 0.0
H 0.4408 -3.0230 0.4940 0.1 -0.8 0.8
H -1.6885 -2.2809 -0.2092 -1.2 -1.5 0.1
H -0.6298 -0.6144 -1.9350 0.0 1.1 0.1
H -2.1773 -0.3402 -1.2273 -1.5 0.6 -0.2
H -0.8259 1.8160 -1.0661 0.5 -1.2 0.9
H -2.3988 1.8572 0.5354 1.1 -0.8 0.4
H -0.8963 2.0796 1.4602 -0.2 -0.1 -0.1
H -1.7189 0.5813 1.5511 -0.3 -1.6 0.9
```
Positions in Å, forces in eV/Å.

## Properties
DFT total energy ... -440.01179 a.u.
HOMO energy (alpha / beta) ... -6.828 / -7.269 eV
ΔE to the lowest compared entry with this formula, charge and spin ... 6.518 eV
LUMO level (alpha / beta) ... -0.11 / 0.31 eV

=====

Molecular formula: C8H9NO
Method: DFT, the ωB97M-V functional and the def2-TZVPD basis

XYZ file:
```
19
Properties=species:S:1:pos:R:3:forces:R:3
C -0.6952 -2.4915 -0.9736 -0.3 1.7 1.0
C 0.2365 -1.5278 -1.4112 1.7 -0.2 -1.6
C -1.3793 -1.8524 0.0947 -0.1 -1.2 -1.0
C 0.0236 -0.3873 -0.6862 2.6 0.7 -1.2
C 1.4399 1.3488 0.6246 1.6 -1.2 1.5
C -1.2980 0.4496 1.0660 -2.5 -3.4 4.3
C 0.1498 1.8538 0.3816 0.3 4.1 -1.2
C 0.7315 0.8885 -0.6047 -0.8 1.8 -0.8
N -0.9057 -0.5813 0.2367 -0.9 -1.0 -1.3
O 1.2550 1.5587 -1.7735 -0.3 -1.6 0.4
H -0.8634 -3.3641 -1.5711 -0.4 -0.6 0.6
H 1.0739 -1.6611 -2.1907 -1.7 0.3 1.3
H -2.1934 -2.1150 0.7306 -0.4 -0.5 0.1
H 2.0934 2.0986 0.3255 2.1 1.2 0.0
H 1.8917 0.6467 1.3879 -1.0 0.6 -0.6
H -0.9285 0.2333 2.1045 -0.1 1.0 -0.8
H -2.3088 0.7973 1.0659 -0.5 0.4 -0.6
H -0.2751 2.9338 0.3186 1.0 -2.2 0.1
H 2.0140 1.0036 -2.0242 -0.2 0.4 -0.2
```
Positions in Å, forces in eV/Å.

## Properties
DFT total energy ... -439.93026 a.u.
Multiplicity ... 3
HOMO energy (alpha / beta) ... -5.654 / -7.958 eV
ΔE to the lowest compared entry with this formula, charge and spin ... 2.120 eV
⟨S²⟩ ... 2.0075
LUMO level (alpha / beta) ... 0.95 / -2.28 eV

=====

Molecular formula: C8H9NO2
Method: DFT, the ωB97M-V functional and the def2-TZVPD basis

XYZ file:
```
20
Properties=species:S:1:pos:R:3:forces:R:3
C 0.6993 -2.5604 -0.0100 -0.5 0.2 -0.3
C 1.8246 -1.6942 0.1262 -0.4 0.6 0.2
C -0.4019 -1.7788 -0.1541 -0.6 -1.3 -0.2
C 1.3547 -0.4199 0.1287 1.3 0.5 0.4
C 2.0846 0.9187 -0.1578 -0.1 -1.1 0.5
C -0.8377 0.6220 0.0287 0.8 0.3 -0.1
C -0.7239 1.6275 1.1059 0.5 0.2 -0.1
C -1.9481 0.7258 -0.9389 -0.4 -0.3 0.2
N -0.0317 -0.4521 0.0067 -0.3 0.4 -0.3
O 3.2685 0.9223 0.1325 0.6 0.2 0.0
O 1.3371 1.7729 -0.6705 -1.1 0.6 -0.3
H 0.7287 -3.6307 -0.0615 -0.1 -0.2 0.1
H 2.8564 -1.9778 0.1641 0.2 0.1 -0.1
H -1.4384 -2.0539 -0.2119 -0.1 0.0 0.0
H -1.5882 1.5288 1.7719 -0.1 -0.2 -0.1
H -0.7389 2.6349 0.6941 -0.1 0.0 -0.1
H 0.1873 1.4969 1.6829 0.0 0.0 0.0
H -1.5657 1.2678 -1.8091 0.2 0.0 0.1
H -2.7822 1.2968 -0.5346 0.0 0.0 0.0
H -2.2844 -0.2465 -1.2934 0.0 0.0 0.0
```
Positions in Å, forces in eV/Å.

## Properties
DFT total energy ... -515.40348 a.u.
HOMO energy ... -8.662 eV
ΔE to the lowest compared entry with this formula, charge and spin ... 2.050 eV
LUMO level ... -1.70 eV

=====

Molecular formula: C8H9NO2S
Method: DFT, the ωB97M-V functional and the def2-TZVPD basis

XYZ file:
```
21
Properties=species:S:1:pos:R:3:forces:R:3
C 3.1141 0.7340 0.0761 -0.9 -1.1 1.4
C 1.7158 1.3251 0.2355 -2.6 -0.1 2.4
C -0.4559 -0.1206 -0.1053 -0.9 2.6 0.7
C -1.4427 0.9260 -0.0047 3.6 2.1 0.0
C -2.7462 0.6857 -0.1371 -3.0 -0.3 -1.2
C -3.2533 -0.6528 -0.2035 -1.3 2.7 -0.8
C -2.3448 -1.6529 -0.0623 0.1 0.1 -0.1
C -0.9457 -1.3697 -0.1457 -1.9 -2.6 1.0
H 3.4788 0.0483 0.9060 -0.6 1.6 -0.2
H 3.7892 1.4617 -0.1685 2.0 1.7 -0.5
H 1.3170 2.2065 -0.3598 1.2 -1.1 0.1
H 1.4755 1.6466 1.3482 0.7 -0.8 -2.0
H -1.0999 2.0165 0.1028 -0.4 -1.8 -0.3
H -3.4378 1.5538 -0.3474 0.8 -1.1 0.7
H -4.3562 -0.7325 -0.4947 1.7 -0.5 1.1
H -2.8388 -2.5789 0.2010 1.0 -0.8 -0.6
H -0.2819 -2.2054 -0.0461 0.1 -0.4 0.0
N 0.9183 0.1043 -0.0917 0.2 -1.0 0.1
O 2.5106 -1.9618 0.7837 -2.2 2.1 -3.9
O 2.9953 -0.1423 -1.0017 0.0 -2.0 -1.1
S 1.8886 -1.2917 -0.4849 2.4 0.6 3.2
```
Positions in Å, forces in eV/Å.

## Properties
DFT total energy ... -913.56611 a.u.
HOMO energy ... -8.373 eV
ΔE to the lowest compared entry with this formula, charge and spin ... 2.915 eV
LUMO level ... 0.66 eV

=====

Repeat the first record exactly.
Molecular formula: C8H9NO
Method: DFT, the ωB97M-V functional and the def2-TZVPD basis

XYZ file:
```
19
Properties=species:S:1:pos:R:3:forces:R:3
C 2.9358 0.5913 0.2362 -1.4 -1.1 -0.6
C 1.4582 -1.1881 0.1738 -3.1 7.1 -1.4
C 0.7664 0.7618 -0.1685 3.3 -5.2 1.0
C 0.3461 -1.9823 0.2807 -0.6 -1.4 -0.8
C -0.8852 -1.6293 -0.2541 2.0 1.9 0.7
C -1.1534 -0.3349 -0.9929 1.7 -1.5 0.2
C -0.6373 0.9567 -0.3088 -1.6 0.9 -3.6
C -1.4473 1.3282 0.8778 -0.9 3.1 0.1
N 1.9094 1.3222 -0.1260 -0.1 1.0 0.7
O 2.6589 -0.8078 0.3548 1.8 -0.2 0.7
H 3.9431 0.9065 0.3239 0.6 -0.2 0.0
H 0.4408 -3.0230 0.4940 0.1 -0.8 0.8
H -1.6885 -2.2809 -0.2092 -1.2 -1.5 0.1
H -0.6298 -0.6144 -1.9350 0.0 1.1 0.1
H -2.1773 -0.3402 -1.2273 -1.5 0.6 -0.2
H -0.8259 1.8160 -1.0661 0.5 -1.2 0.9
H -2.3988 1.8572 0.5354 1.1 -0.8 0.4
H -0.8963 2.0796 1.4602 -0.2 -0.1 -0.1
H -1.7189 0.5813 1.5511 -0.3 -1.6 0.9
```
Positions in Å, forces in eV/Å.

## Properties
DFT total energy ... -440.01179 a.u.
HOMO energy (alpha / beta) ... -6.828 / -7.269 eV
ΔE to the lowest compared entry with this formula, charge and spin ... 6.518 eV
LUMO level (alpha / beta) ... -0.11 / 0.31 eV